C5H14BrNO | ωB97M-V/def2-TZVPD

Atoms and positions in Å:
Br (7.49996, -8.65888, 1.96513)
C (5.14394, -11.75613, 4.14113)
N (6.29998, -11.06980, 4.80130)
C (5.97044, -9.61527, 4.89641)
C (6.50638, -11.62169, 6.16485)
C (7.52747, -11.32157, 3.93792)
C (8.86633, -10.94275, 4.53954)
O (8.93663, -9.56851, 4.83447)
H (5.48251, -12.62111, 3.58344)
H (4.70403, -11.05204, 3.44133)
H (4.44135, -12.03762, 4.91930)
H (6.78077, -9.09655, 5.38806)
H (5.04879, -9.56133, 5.48352)
H (5.75086, -9.24382, 3.89898)
H (5.59342, -11.46748, 6.72914)
H (7.28323, -10.98584, 6.59332)
H (6.90146, -12.62958, 6.11608)
H (7.37908, -10.71669, 3.03276)
H (7.48987, -12.38278, 3.68832)
H (9.60939, -11.18653, 3.76559)
H (9.16107, -11.54982, 5.39771)
H (8.54341, -9.10256, 4.06861)

Cartesian forces (eV/Å) of the 2 atoms listed first:
0.014 0.176 -0.041
-0.012 0.295 -0.031

The LUMO energy comes out at 0.0033 Ha. The orbital gap is 7.8 eV. For the calculated total energy, the calculation gives -78991.4208 eV. The energy above the lowest of the compared OMol25 structures with the same formula, charge and spin comes out at 0.0 kcal/mol.

C4H12N2 | ωB97M-V/def2-TZVPD

Atoms and positions in Å:
C (-1.66263, -0.33162, 1.02087)
C (-2.90425, 0.21520, 0.32890)
N (-3.08563, 1.63832, 0.66927)
H (-0.73799, 0.25939, 0.86088)
H (-1.60125, -1.37685, 0.73789)
H (-1.64712, -0.15427, 2.10331)
H (-3.73140, -0.32346, 0.78889)
H (-2.74242, 0.14651, -0.74719)
H (-3.80474, 2.08600, 0.12438)
H (-2.20182, 2.12310, 0.62410)
C (4.03152, -1.17876, -0.78456)
C (2.86370, -0.54694, -0.32862)
N (2.17471, 0.22141, -1.11957)
H (4.52301, -0.72639, -1.63546)
H (4.56066, -1.83346, -0.10725)
H (2.36639, -0.88465, 0.55895)
H (2.40175, 0.20194, -2.11196)
H (1.19749, 0.46452, -0.98284)

Cartesian forces (eV/Å) of the 2 atoms listed first:
0.395 0.898 0.570
0.835 1.525 0.882

Its expectation value of S² is 0.763. The spin multiplicity is 2. The LUMO energy (spin up / spin down) comes out at -0.1662 / -0.2881 Ha. The orbital gap (spin up / spin down) is 7.0 / 3.7 eV. Its total charge is +1. For the calculated total energy, the calculation gives -7313.4044 eV. The energy above the lowest of the compared OMol25 structures with the same formula, charge and spin comes out at 24.0 kcal/mol.

Which of these has the highest energy above the lowest of the compared OMol25 structures with the same formula, charge and spin?
C4H12N2